Record 1
{"formula": "C4H12N3", "method": "ωB97M-V/def2-TZVPD", "e_above_lowest_kcal_mol": 28.2, "total_charge": 1, "homo_energy_ev": -13.905, "symbols": ["N", "C", "N", "H", "H", "H", "H", "C", "C", "C", "N", "H", "H", "H", "H", "H", "H", "H", "H"], "coordinates": [[-1.07, -2.08, -0.24], [0.07, -2.72, 0.10], [1.24, -2.17, 0.05], [-1.90, -2.65, -0.34], [-1.03, -1.24, -0.80], [-0.07, -3.75, 0.43], [1.90, -2.79, 0.50], [-1.50, 3.05, 0.11], [-0.24, 2.32, -0.21], [0.11, 1.15, 0.33], [1.36, 0.49, -0.06], [-2.12, 2.48, 0.80], [-1.25, 4.02, 0.54], [-2.04, 3.25, -0.82], [0.45, 2.78, -0.91], [-0.44, 0.65, 1.11], [1.61, 0.76, -1.01], [2.13, 0.80, 0.53], [1.27, -0.63, 0.01]]}

=====

Record 2
{"formula": "C2H6N2O4", "method": "ωB97M-V/def2-TZVPD", "e_above_lowest_kcal_mol": 133.9, "total_charge": 0, "homo_energy_ev": -10.173, "symbols": ["C", "N", "N", "C", "O", "O", "O", "O", "H", "H", "H", "H", "H", "H"], "coordinates": [[-1.45, -0.94, 1.13], [1.57, 0.32, -0.30], [-0.13, -0.53, 0.68], [0.01, 0.39, -0.24], [2.03, -0.09, -1.55], [2.18, 1.51, 0.11], [-2.31, -1.34, 0.08], [-0.62, 1.14, -0.96], [1.48, 0.40, -2.19], [1.69, 2.21, -0.36], [-2.50, -0.56, -0.46], [1.25, -0.55, 0.56], [-1.89, -0.13, 1.72], [-1.32, -1.81, 1.77]]}

=====

Record 3
{"formula": "C25H30N5O5PSSeTi", "method": "ωB97M-V/def2-TZVPD", "total_charge": 2, "homo_energy_ev": -13.559, "symbols": ["Ti", "C", "C", "C", "C", "C", "C", "C", "H", "H", "H", "H", "H", "H", "H", "H", "N", "C", "C", "C", "C", "C", "C", "S", "O", "O", "N", "C", "N", "C", "C", "C", "N", "H", "H", "H", "H", "H", "H", "H", "H", "H", "C", "O", "P", "O", "C", "O", "C", "H", "H", "H", "H", "H", "H", "H", "H", "H", "Se", "C", "C", "C", "N", "C", "C", "H", "H", "H", "H"], "coordinates": [[1.11, 0.07, 0.56], [1.34, 1.70, 4.64], [1.33, 0.34, 4.01], [2.22, 0.00, 2.99], [2.22, -1.29, 2.43], [1.34, -2.26, 2.91], [0.47, -1.93, 3.94], [0.46, -0.65, 4.47], [1.32, 1.62, 5.73], [0.46, 2.26, 4.33], [2.22, 2.27, 4.36], [3.01, 0.70, 2.73], [3.02, -1.60, 1.75], [1.39, -3.27, 2.52], [-0.19, -2.69, 4.35], [-0.20, -0.42, 5.30], [-2.16, -2.10, -6.34], [-1.38, -1.90, -5.27], [0.02, -1.80, -5.41], [0.82, -1.62, -4.31], [0.22, -1.53, -3.04], [-1.17, -1.61, -2.88], [-1.96, -1.80, -3.98], [1.24, -1.25, -1.74], [2.54, -1.81, -1.93], [0.57, -1.63, -0.43], [1.34, 0.39, -1.38], [2.73, 0.75, -1.24], [3.47, 1.16, -2.23], [4.76, 1.35, -1.93], [5.28, 1.11, -0.66], [4.41, 0.71, 0.32], [3.11, 0.56, 0.03], [-1.76, -2.19, -7.26], [-3.15, -2.22, -6.26], [0.46, -1.88, -6.39], [1.89, -1.55, -4.42], [-1.61, -1.55, -1.90], [-3.04, -1.87, -3.87], [5.39, 1.69, -2.74], [6.33, 1.25, -0.45], [4.72, 0.53, 1.34], [-2.82, 0.07, 3.54], [-1.93, 0.46, 2.46], [-1.18, -0.50, 1.47], [-1.54, 0.05, 0.03], [-2.89, 0.32, -0.43], [-1.99, -1.83, 1.68], [-1.65, -3.16, 1.20], [-3.84, 0.05, 3.17], [-2.72, 0.82, 4.31], [-2.56, -0.91, 3.92], [-3.38, -0.63, -0.66], [-2.81, 0.93, -1.32], [-3.45, 0.85, 0.33], [-1.02, -3.65, 1.94], [-1.15, -3.11, 0.24], [-2.59, -3.69, 1.11], [0.65, 2.31, 1.20], [-0.75, 3.01, 0.10], [-0.55, 3.23, -1.25], [-1.60, 3.76, -1.98], [-2.79, 4.06, -1.46], [-2.94, 3.87, -0.15], [-1.96, 3.35, 0.68], [0.39, 3.00, -1.74], [-1.49, 3.94, -3.04], [-3.91, 4.14, 0.27], [-2.13, 3.22, 1.74]]}

=====

no.,electronic energy (a.u.),Kohn-Sham gap (hartree)
1,-323.6333,0.41143
2,-490.1259,0.39133
3,-5610.6411,0.23061